1.
DFT (ωB97M-V with the def2-TZVPD basis set) results for a 9-piece molecular cluster, C12H41ClN13O12 overall.

Cartesian coordinates (Å):
Cl: -2.518 19.899 -22.612
O: -1.532 18.903 -22.920
O: -2.351 21.055 -23.515
O: -3.808 19.410 -22.679
O: -2.412 20.236 -21.175
C: -3.613 12.173 -24.882
C: -3.970 13.521 -25.494
O: -5.322 13.666 -25.774
H: -3.969 12.072 -23.857
H: -2.558 11.901 -24.835
H: -4.014 11.278 -25.357
H: -3.507 13.846 -26.426
H: -3.822 14.395 -24.860
H: -5.671 14.513 -26.062
C: -10.061 19.144 -22.669
O: -11.266 19.356 -22.447
N: -9.217 18.715 -21.728
N: -9.570 18.951 -23.883
H: -9.400 18.795 -20.738
H: -8.283 18.847 -22.090
H: -10.182 19.022 -24.682
H: -8.568 18.874 -23.982
C: -0.130 19.431 -29.799
O: 0.829 18.773 -30.202
N: -0.444 20.502 -30.438
N: -0.911 19.171 -28.746
H: 0.174 20.701 -31.212
H: -1.229 21.087 -30.191
H: -1.759 19.706 -28.631
H: -0.675 18.259 -28.380
C: 3.569 22.606 -22.849
O: 4.541 23.366 -22.708
N: 3.427 21.812 -23.886
N: 2.457 22.772 -22.153
H: 2.678 21.136 -23.835
H: 4.225 21.860 -24.504
H: 2.541 23.313 -21.304
H: 1.603 22.372 -22.515
C: -6.818 19.783 -28.456
O: -6.747 18.629 -28.171
N: -7.426 20.159 -29.461
N: -6.498 20.795 -27.794
H: -7.337 20.997 -30.017
H: -7.814 19.370 -29.958
H: -6.954 21.658 -28.053
H: -5.929 20.675 -26.968
C: -7.061 19.091 -15.153
O: -7.621 18.422 -14.302
N: -7.001 20.420 -15.099
N: -6.446 18.617 -16.267
H: -7.481 20.826 -14.309
H: -6.750 20.866 -15.970
H: -5.970 19.215 -16.928
H: -6.291 17.622 -16.335
C: -0.960 13.795 -19.325
O: -0.707 13.021 -18.393
N: -0.070 14.207 -20.213
N: -2.100 14.412 -19.499
H: -0.407 14.906 -20.860
H: 0.899 14.137 -19.935
H: -2.856 13.984 -18.984
H: -2.251 15.256 -20.033
C: 4.291 15.411 -24.842
C: 4.798 16.793 -24.318
C: 5.645 16.760 -23.086
O: 5.042 16.421 -21.823
C: 4.156 17.267 -21.079
N: 5.650 17.343 -25.484
H: 3.922 15.307 -25.862
H: 3.552 14.932 -24.200
H: 5.209 14.823 -24.844
H: 3.872 17.326 -24.106
H: 6.021 17.778 -22.987
H: 6.520 16.110 -23.074
H: 3.375 17.434 -21.820
H: 4.432 18.318 -21.002
H: 3.911 16.750 -20.152
H: 5.584 18.340 -25.339
H: 5.292 17.165 -26.411

Results
Charge   -1
E_LUMO   1.559 eV
E_tot   -69567.7081 eV
ΔE to the lowest compared entry with this formula, charge and spin   163.9 kcal/mol

Here are the Mulliken charges for atoms 1 to 4, given in e:
1 Cl 1.5766
2 O -0.6211
3 O -0.6623
4 O -0.6175

=====

2.
DFT (ωB97M-V with the def2-TZVPD basis set) results for a 8-piece molecular cluster, C12H41N13O8 overall.

Cartesian coordinates (Å):
C: 17.145 -3.654 -21.118
C: 16.815 -2.231 -21.578
C: 17.084 -1.145 -20.588
O: 16.249 -1.148 -19.461
C: 14.861 -1.131 -19.744
N: 17.624 -1.874 -22.808
H: 18.088 -3.631 -20.559
H: 17.302 -4.346 -21.946
H: 16.389 -4.126 -20.479
H: 15.780 -2.096 -21.916
H: 17.143 -0.181 -21.115
H: 18.098 -1.226 -20.171
H: 14.290 -1.006 -18.839
H: 14.553 -2.083 -20.188
H: 14.619 -0.306 -20.421
H: 18.608 -1.774 -22.553
H: 17.573 -2.631 -23.471
C: 17.447 1.905 -16.944
C: 18.741 1.328 -17.534
O: 18.826 -0.104 -17.343
H: 17.303 1.537 -15.918
H: 16.516 1.531 -17.380
H: 17.457 2.999 -16.915
H: 19.555 1.841 -17.017
H: 18.796 1.603 -18.596
H: 18.008 -0.477 -17.730
C: 14.469 -1.233 -15.039
O: 14.814 -2.094 -14.218
N: 14.268 0.109 -14.654
N: 14.256 -1.556 -16.408
H: 13.784 0.723 -15.266
H: 14.643 0.394 -13.778
H: 13.896 -0.826 -16.971
H: 14.247 -2.576 -16.494
C: 21.993 3.439 -20.627
O: 21.617 4.518 -21.145
N: 23.303 3.249 -20.110
N: 21.147 2.337 -20.447
H: 23.592 2.388 -19.696
H: 23.968 3.951 -20.370
H: 20.187 2.413 -20.752
H: 21.429 1.630 -19.777
C: 19.884 -3.764 -17.275
O: 19.252 -3.796 -18.324
N: 20.104 -2.639 -16.496
N: 20.414 -4.948 -16.757
H: 20.776 -2.707 -15.769
H: 19.860 -1.705 -16.844
H: 20.960 -4.900 -15.929
H: 20.241 -5.807 -17.229
C: 17.200 3.295 -21.279
O: 18.352 2.907 -21.609
N: 16.226 3.531 -22.262
N: 16.752 3.197 -19.949
H: 15.328 3.889 -22.012
H: 16.522 3.490 -23.212
H: 15.862 3.512 -19.627
H: 17.452 2.961 -19.280
C: 15.577 -4.586 -17.573
O: 14.354 -4.497 -17.488
N: 16.455 -3.593 -17.892
N: 16.178 -5.766 -17.117
H: 17.455 -3.764 -18.022
H: 16.230 -2.641 -18.110
H: 17.159 -5.902 -17.177
H: 15.543 -6.339 -16.603
C: 22.977 -0.176 -17.806
O: 22.551 0.394 -18.828
N: 22.270 -0.203 -16.591
N: 24.256 -0.706 -17.747
H: 21.416 0.323 -16.640
H: 22.513 -0.834 -15.868
H: 24.664 -1.059 -16.907
H: 24.871 -0.761 -18.532

Results
Charge   0
E_LUMO   0.008 eV
SMILES   COC[C@H](C)N.NC(N)=O.NC(N)=O.NC(N)=O.NC(N)=O.NC(N)=O.NC(N)=O.CCO
E_tot   -48865.1044 eV
ΔE to the lowest compared entry with this formula, charge and spin   5.0 kcal/mol

Here are the Mulliken charges for atoms 1 to 4, given in e:
1 C -1.0144
2 C 0.6995
3 C -0.7953
4 O 0.2680